{"formula": "C64H176N16O16", "method": "ωB97M-V with the def2-TZVPD basis set", "elements": ["C", "C", "C", "O", "C", "N", "H", "H", "H", "H", "H", "H", "H", "H", "H", "H", "H", "C", "C", "C", "O", "C", "N", "H", "H", "H", "H", "H", "H", "H", "H", "H", "H", "H", "C", "C", "C", "O", "C", "N", "H", "H", "H", "H", "H", "H", "H", "H", "H", "H", "H", "C", "C", "C", "O", "C", "N", "H", "H", "H", "H", "H", "H", "H", "H", "H", "H", "H", "C", "C", "C", "O", "C", "N", "H", "H", "H", "H", "H", "H", "H", "H", "H", "H", "H", "C", "C", "C", "O", "C", "N", "H", "H", "H", "H", "H", "H", "H", "H", "H", "H", "H", "C", "C", "C", "O", "C", "N", "H", "H", "H", "H", "H", "H", "H", "H", "H", "H", "H", "C", "C", "C", "O", "C", "N", "H", "H", "H", "H", "H", "H", "H", "H", "H", "H", "H", "C", "C", "C", "O", "C", "N", "H", "H", "H", "H", "H", "H", "H", "H", "H", "H", "H", "C", "C", "C", "O", "C", "N", "H", "H", "H", "H", "H", "H", "H", "H", "H", "H", "H", "C", "C", "C", "O", "C", "N", "H", "H", "H", "H", "H", "H", "H", "H", "H", "H", "H", "C", "C", "C", "O", "C", "N", "H", "H", "H", "H", "H", "H", "H", "H", "H", "H", "H", "C", "C", "C", "O", "C", "N", "H", "H", "H", "H", "H", "H", "H", "H", "H", "H", "H", "C", "C", "C", "O", "C", "N", "H", "H", "H", "H", "H", "H", "H", "H", "H", "H", "H", "C", "C", "C", "O", "C", "N", "H", "H", "H", "H", "H", "H", "H", "H", "H", "H", "H", "C", "C", "C", "O", "C", "N", "H", "H", "H", "H", "H", "H", "H", "H", "H", "H", "H"], "positions_angstrom": [[3.30315, 6.79648, 3.45435], [4.50644, 5.99494, 2.97035], [4.26215, 4.48779, 3.06978], [5.29029, 3.60110, 2.60473], [6.56795, 4.01290, 3.04625], [4.64105, 6.27824, 1.54730], [3.23769, 7.81701, 3.07709], [3.20660, 6.63634, 4.52819], [2.39160, 6.31571, 3.09933], [5.37472, 6.27992, 3.56448], [3.37886, 4.33840, 2.44883], [4.05546, 4.22828, 4.10806], [6.57514, 4.27613, 4.10396], [7.06358, 4.91338, 2.68348], [7.34313, 3.24676, 3.03189], [5.24734, 5.61756, 1.08252], [3.74835, 6.13935, 1.09575], [3.76043, 8.08376, -1.23319], [3.70672, 6.80832, -2.07082], [2.58269, 5.78833, -1.78714], [2.65031, 5.31353, -0.38549], [1.54232, 4.48005, -0.07646], [3.61861, 7.29208, -3.46035], [4.68192, 8.60689, -1.48869], [3.81893, 7.92611, -0.15623], [2.91942, 8.75348, -1.41285], [4.66562, 6.29480, -2.00075], [2.61681, 4.87877, -2.38684], [1.66612, 6.33656, -2.00497], [1.59277, 4.01693, 0.90897], [1.32150, 3.68377, -0.78728], [0.62676, 5.07113, -0.05464], [2.68007, 7.51263, -3.76136], [4.19826, 8.11251, -3.56519], [0.29824, 3.26221, -7.59566], [0.93333, 3.78895, -6.34485], [0.99232, 2.68728, -5.20700], [1.87082, 1.63198, -5.56185], [1.76744, 0.50157, -4.68490], [2.30917, 4.20876, -6.67911], [-0.70527, 2.86355, -7.44690], [0.86184, 2.46240, -8.07603], [0.18419, 4.06786, -8.32093], [0.33011, 4.57359, -5.88817], [-0.03906, 2.33465, -5.20481], [1.22443, 3.14104, -4.24350], [1.76682, 0.80787, -3.63882], [2.71082, -0.02871, -4.81504], [0.87806, -0.12799, -4.71223], [2.85310, 3.39676, -6.93386], [2.76380, 4.54061, -5.84049], [-4.21052, -2.78077, 0.63037], [-5.02526, -2.43342, -0.64172], [-5.13007, -3.71218, -1.60705], [-5.44734, -3.26049, -2.97684], [-5.75020, -4.34919, -3.78786], [-6.33024, -1.95023, -0.18880], [-3.19727, -3.00153, 0.29469], [-4.62127, -3.59819, 1.22300], [-4.13035, -1.98699, 1.37306], [-4.50480, -1.63459, -1.17001], [-5.95542, -4.33433, -1.26087], [-4.17681, -4.24049, -1.59022], [-6.03678, -4.02576, -4.78855], [-6.62615, -4.89759, -3.44136], [-4.96686, -5.10713, -3.78357], [-6.88738, -1.68621, -0.98879], [-6.31860, -1.06546, 0.29817], [-3.54780, -1.26613, 7.80821], [-4.63608, -1.02771, 6.74581], [-4.09710, -0.94904, 5.28356], [-3.25648, 0.16482, 5.16896], [-2.74667, 0.43515, 3.92120], [-5.61362, -2.11372, 6.89765], [-2.78636, -1.97920, 7.49223], [-3.97237, -1.55778, 8.76883], [-2.92718, -0.37584, 7.90978], [-5.14706, -0.10823, 7.03140], [-4.83337, -0.86485, 4.48424], [-3.52070, -1.86616, 5.16203], [-2.11225, 1.31592, 4.02055], [-3.58687, 0.59172, 3.24469], [-2.01274, -0.32994, 3.66805], [-6.46980, -1.86314, 6.42409], [-5.25434, -2.94572, 6.45177], [-1.12730, -5.94435, -2.01641], [-2.13167, -6.88502, -1.41829], [-2.61175, -6.31853, -0.02900], [-1.72311, -6.49718, 1.05452], [-1.57424, -7.80814, 1.56740], [-3.21595, -6.96381, -2.34623], [-0.89286, -6.15204, -3.06044], [-0.21772, -5.85987, -1.42174], [-1.54669, -4.94034, -1.95176], [-1.80913, -7.92529, -1.37465], [-3.59269, -6.66502, 0.29627], [-2.78724, -5.24503, -0.09893], [-1.24523, -8.48954, 0.78283], [-2.55945, -8.12549, 1.90909], [-0.85420, -7.80298, 2.38570], [-2.95069, -7.64434, -3.04381], [-3.87542, -7.58434, -1.89885], [0.71713, 5.75275, 6.54466], [0.96357, 4.23932, 6.73814], [1.82612, 3.58111, 5.61194], [1.28073, 3.78038, 4.33118], [0.05214, 3.09543, 4.03335], [1.76632, 4.10071, 7.99098], [1.65646, 6.30480, 6.57610], [-0.02091, 6.13414, 7.25031], [0.27104, 5.90991, 5.56262], [-0.03045, 3.81611, 6.88280], [1.93626, 2.50985, 5.78039], [2.82999, 3.99515, 5.70642], [-0.80817, 3.28316, 4.67578], [0.22035, 2.02341, 4.13622], [-0.17803, 3.31925, 2.99171], [1.79779, 3.11782, 8.22127], [1.22137, 4.52240, 8.72943], [-1.31527, 4.05032, -2.89598], [-2.24329, 4.07748, -4.09656], [-3.59554, 3.37740, -3.70996], [-3.56281, 2.00063, -3.43168], [-4.86858, 1.37807, -3.14779], [-2.38555, 5.43233, -4.45062], [-0.40852, 4.64201, -3.02171], [-0.89195, 3.07954, -2.63814], [-1.71300, 4.43692, -1.95766], [-1.75666, 3.52417, -4.89977], [-4.13707, 3.47551, -4.65082], [-4.02933, 3.90962, -2.86340], [-4.70936, 0.42267, -2.64785], [-5.37745, 1.23277, -4.10070], [-5.51158, 1.87330, -2.42018], [-2.85982, 5.85715, -3.66659], [-3.00092, 5.50857, -5.24787], [0.20171, -3.13163, -6.11377], [1.69878, -2.85488, -5.97457], [2.26836, -3.57463, -4.71691], [1.61642, -2.93199, -3.57980], [1.80227, -3.70672, -2.40212], [2.29448, -3.44854, -7.17460], [-0.41146, -2.78558, -5.28168], [0.06507, -4.20730, -6.22497], [-0.19932, -2.63530, -6.99747], [1.81149, -1.77115, -5.94399], [3.34653, -3.47425, -4.59220], [1.86471, -4.58670, -4.68706], [1.46529, -3.30255, -1.44755], [2.88400, -3.76935, -2.28367], [1.44006, -4.73168, -2.48195], [2.04342, -4.41107, -6.99970], [3.30168, -3.37388, -7.18325], [-3.32717, 2.40260, 0.13351], [-4.81333, 2.53324, 0.65496], [-5.57785, 1.19600, 0.56834], [-6.88889, 1.36211, 1.13993], [-7.84493, 1.99709, 0.33090], [-4.72313, 2.88470, 2.09003], [-2.80398, 3.35081, 0.00991], [-3.27600, 2.03489, -0.89132], [-2.69708, 1.68454, 0.65837], [-5.34983, 3.38668, 0.24035], [-5.01499, 0.56056, 1.25208], [-5.60216, 0.76744, -0.43358], [-8.85402, 1.90761, 0.73319], [-7.87170, 1.70636, -0.71927], [-7.51950, 3.03675, 0.36682], [-4.42487, 3.84504, 2.18434], [-5.62151, 2.80645, 2.54488], [2.78843, -2.18043, 1.59756], [3.45860, -3.37726, 2.28136], [3.43839, -4.68340, 1.35750], [2.12327, -5.21783, 1.09145], [2.17985, -6.33764, 0.23894], [4.76671, -2.83597, 2.68086], [3.31310, -1.96315, 0.66717], [2.72298, -1.32604, 2.27123], [1.75132, -2.39167, 1.33703], [2.78963, -3.52520, 3.12913], [3.92582, -5.46647, 1.93829], [4.03649, -4.45956, 0.47417], [1.16154, -6.71174, 0.13314], [2.80601, -7.14441, 0.61993], [2.39114, -6.15451, -0.81459], [5.32795, -2.60006, 1.87498], [5.27605, -3.53254, 3.20571], [4.09123, -0.74386, -1.85443], [5.22931, 0.12658, -1.34871], [5.34314, 0.26192, 0.19324], [4.11546, 0.49480, 0.84206], [3.61628, 1.76162, 0.50597], [6.43816, -0.49659, -1.88567], [3.12141, -0.27039, -1.70152], [4.06344, -1.72427, -1.37891], [4.10971, -0.99165, -2.91573], [5.05156, 1.13812, -1.71379], [6.17638, 0.92565, 0.42405], [5.69888, -0.68695, 0.59474], [2.71297, 1.91828, 1.09553], [3.41407, 1.96067, -0.54645], [4.30790, 2.51021, 0.89245], [7.30002, 0.02634, -1.94766], [6.35343, -0.70428, -2.87045], [-4.58944, -4.01073, -8.34093], [-3.53599, -3.99738, -7.15110], [-3.51635, -2.70511, -6.35470], [-2.83949, -1.67068, -7.14957], [-2.76691, -0.39438, -6.52055], [-3.60306, -5.17491, -6.30393], [-4.65234, -5.01817, -8.75228], [-4.24642, -3.35375, -9.14019], [-5.59965, -3.67701, -8.10383], [-2.60353, -4.00260, -7.71553], [-2.99665, -2.84979, -5.40755], [-4.51815, -2.40683, -6.04565], [-3.75063, 0.03349, -6.32738], [-2.05027, 0.31555, -6.93350], [-2.45805, -0.60972, -5.49764], [-3.17885, -5.95813, -6.78007], [-3.03162, -5.08160, -5.47638], [4.04129, 0.26104, 4.14237], [5.53050, 0.65901, 4.17613], [6.27514, 0.41418, 5.48684], [5.59318, 0.93680, 6.60523], [5.57181, 2.37426, 6.66454], [6.24098, -0.19459, 3.18402], [3.59364, 0.68219, 3.24218], [3.53373, 0.72955, 4.98556], [3.86405, -0.81445, 4.14462], [5.58538, 1.73846, 4.03521], [7.29731, 0.79254, 5.47578], [6.38453, -0.66119, 5.62722], [5.24756, 2.84509, 5.73648], [6.54767, 2.84066, 6.79972], [4.86672, 2.54945, 7.47710], [6.11667, -1.13739, 3.52429], [5.45949, -0.14738, 2.54595], [-1.66625, -1.89036, -2.48595], [-1.60246, -0.72099, -1.46740], [-0.52409, -0.87122, -0.45640], [-0.66133, 0.12760, 0.53155], [0.17863, 0.04615, 1.64974], [-1.32728, 0.47306, -2.18780], [-2.39820, -1.74186, -3.27987], [-2.00984, -2.76959, -1.94098], [-0.70311, -2.12179, -2.94081], [-2.55707, -0.59825, -0.95579], [0.52994, -0.99750, -0.70375], [-0.80352, -1.79704, 0.04648], [0.03403, 0.94877, 2.24343], [1.19068, 0.13884, 1.25573], [-0.11760, -0.86727, 2.16552], [-1.14680, 1.08104, -1.40174], [-2.15110, 0.96567, -2.50205], [-1.97672, -3.73589, 3.59884], [-0.48960, -3.74427, 3.66086], [-0.01878, -3.11213, 5.00845], [-0.49124, -1.72455, 5.17231], [0.00610, -1.13419, 6.36267], [-0.07306, -5.13243, 3.44241], [-2.44919, -3.99320, 4.54681], [-2.34771, -4.43100, 2.84566], [-2.37574, -2.79719, 3.21449], [-0.07984, -3.10740, 2.87690], [1.07058, -3.11385, 5.04579], [-0.35012, -3.76937, 5.81241], [1.06369, -0.88905, 6.26512], [-0.24103, -1.66418, 7.28252], [-0.60332, -0.24099, 6.50011], [-0.68902, -5.47213, 2.71763], [0.85715, -5.17430, 3.05119]], "atomic_forces_ev_per_a": [[-0.58, -1.39, 0.33], [-0.22, -0.25, -1.16], [-0.31, 0.15, 0.85], [0.73, 1.24, -0.41], [1.00, 0.03, 1.61], [0.83, 0.87, -0.16], [0.55, 0.04, 0.47], [0.09, 0.81, 0.22], [-0.17, -0.18, -0.37], [0.24, 0.17, -0.31], [0.00, -0.55, 0.16], [-0.17, -0.22, 0.15], [-0.58, -0.17, 0.61], [-0.65, 0.19, -1.21], [-0.53, -0.58, -0.68], [0.28, -0.15, 0.07], [-0.22, 0.02, 0.00], [-0.06, -0.37, 1.29], [0.10, 0.42, -0.50], [0.54, 0.31, 1.36], [-0.42, 0.15, -1.31], [-0.82, 0.46, -0.02], [0.02, -1.19, -0.56], [-0.02, 0.10, -0.13], [0.01, -0.17, 0.02], [-0.12, -0.12, -0.25], [0.06, -0.10, 0.23], [0.23, 0.22, -0.45], [-0.58, -0.22, 0.35], [0.69, 0.20, 0.06], [0.53, -0.17, -0.39], [-0.21, 0.31, -0.02], [-0.11, 0.12, 0.17], [-0.10, -0.01, -0.09], [-0.73, -0.01, -0.72], [1.72, -1.76, 1.26], [-0.92, 0.33, -1.72], [-0.67, -0.16, 0.47], [0.90, 0.82, 0.64], [-0.49, 0.75, 0.18], [-0.12, -0.02, 0.30], [0.26, 0.04, 0.18], [0.15, 0.04, -0.05], [0.22, 0.46, -0.28], [-0.18, -0.48, 0.60], [0.29, -0.05, 0.18], [0.10, 0.45, 0.25], [-0.33, -0.41, -0.20], [-0.15, 0.04, -0.89], [-0.15, -0.31, -0.19], [0.09, 0.34, 0.18], [0.18, -0.03, -0.63], [-0.07, -0.77, 0.64], [-0.55, 2.57, -0.15], [0.56, 0.23, 1.93], [-0.60, -0.97, -0.21], [-0.89, -0.29, -0.73], [0.20, -0.24, 0.29], [-0.10, -0.36, -0.42], [-0.11, 0.52, -0.36], [0.38, -0.12, -0.36], [0.06, -0.22, 0.13], [-0.02, -0.15, -0.18], [0.55, 0.18, -0.02], [-0.43, 0.01, 0.42], [0.36, 0.19, -0.38], [-0.29, -0.43, -0.48], [0.65, -0.15, 0.55], [0.75, 0.65, -0.80], [-0.14, -0.43, 0.07], [0.58, 0.26, 1.05], [-0.09, 0.44, 2.11], [0.75, -0.12, -0.12], [-0.06, 0.31, -0.16], [-0.31, -0.62, -0.12], [-0.04, 0.07, -0.19], [-0.24, 0.33, 0.27], [-0.04, 0.15, -0.25], [-0.68, -0.29, 0.20], [0.13, -0.30, -0.38], [-0.46, 0.42, -0.16], [0.38, 0.04, -0.64], [-0.31, -0.49, -0.69], [-0.15, -0.12, -0.14], [-0.01, -0.28, -0.04], [0.69, 0.64, 0.52], [0.41, 0.14, 1.03], [-0.05, -0.42, -0.11], [0.95, 0.59, -0.15], [-0.68, 0.13, -0.62], [-2.00, -0.50, -0.49], [0.06, -0.15, 0.05], [0.15, -0.32, -0.09], [-0.16, 0.08, -0.33], [0.99, 0.08, 0.97], [-0.32, -0.74, -0.35], [0.43, 0.11, -0.23], [0.15, -0.18, 0.02], [-0.02, -0.37, 0.31], [-0.12, 0.18, -0.08], [0.53, 0.39, -0.88], [-1.02, 0.30, 0.44], [0.03, -0.77, -0.91], [0.99, 0.88, 0.66], [-1.55, 0.20, 0.85], [-0.46, 0.45, -0.52], [1.06, -0.42, 0.23], [-0.52, -0.18, -0.65], [-0.06, 0.07, 0.21], [0.28, -0.01, 0.30], [0.05, 0.05, -0.16], [-0.01, -0.59, -0.40], [-0.09, -0.34, 0.29], [-0.12, 0.29, -0.42], [0.10, 0.69, 0.15], [0.11, -0.30, -0.12], [-0.09, 0.07, 0.13], [0.18, -0.29, 0.17], [0.06, 0.16, 0.28], [1.43, -0.39, 0.80], [0.83, -2.40, 2.03], [0.17, 0.33, -1.38], [-0.58, -0.98, 1.04], [1.15, 0.29, -0.40], [-0.82, 0.88, -0.51], [-0.04, 0.32, -0.55], [-0.44, -0.41, -0.21], [-0.68, 0.11, -0.08], [-0.19, -0.07, -0.15], [-0.94, 0.43, 0.12], [-0.30, 0.32, -0.05], [0.53, -0.22, -0.46], [-0.20, -0.02, 0.11], [0.18, 0.93, -0.22], [-0.10, 0.67, 0.03], [-0.16, 0.30, -0.23], [-0.14, 0.28, 0.11], [-0.20, -0.45, 0.27], [-2.13, 2.00, 0.80], [-0.20, -0.25, 0.34], [1.45, -0.07, -0.26], [-0.33, 0.21, 0.32], [0.25, -0.05, 0.24], [-0.21, -0.18, -0.03], [0.14, -0.11, -0.12], [0.50, -0.18, 0.10], [0.15, -0.32, -0.19], [0.63, -0.48, -0.42], [-0.61, 0.62, -0.47], [0.37, -0.36, 0.32], [-0.32, -0.05, -0.28], [0.44, -0.61, -0.83], [0.19, -0.03, 0.08], [-1.00, -0.11, -0.95], [1.48, 0.10, 0.78], [-0.06, 1.66, 0.73], [0.33, -1.82, -0.06], [0.66, 1.26, -0.01], [0.25, -0.42, 0.16], [-0.12, 0.24, 0.66], [-0.52, -0.16, -0.31], [-0.26, 0.18, 0.61], [0.02, -0.33, -1.16], [-0.22, -0.41, -0.06], [-0.09, 0.08, -0.09], [0.27, -0.20, 0.28], [0.23, -0.48, -0.10], [-0.72, 0.53, -0.43], [0.10, 0.07, 0.05], [-0.22, -0.05, -0.05], [-0.62, -0.69, -0.43], [-1.35, 0.79, -1.32], [0.05, 0.52, 1.72], [0.90, 1.08, -0.41], [-1.11, -0.43, -0.22], [-0.51, -1.54, 0.34], [0.03, 0.45, 0.10], [0.48, -0.04, -0.21], [-0.09, -0.33, -0.16], [0.57, -0.55, 0.55], [0.56, -0.12, -0.05], [-0.22, -0.11, -0.44], [-0.18, -0.15, 0.61], [0.23, 0.05, 0.09], [0.84, 0.62, -0.02], [0.00, 0.03, -0.30], [0.31, -0.13, 0.12], [-0.86, -0.26, 0.44], [0.14, 0.01, -0.29], [0.28, -1.87, -0.91], [0.40, 0.21, -0.78], [-0.20, 1.04, 1.17], [0.88, -0.28, -0.43], [-0.08, 0.00, 0.21], [0.11, 0.03, 0.34], [0.44, 0.42, -0.20], [0.16, 0.22, -0.38], [-0.34, 0.76, 0.26], [-0.06, -0.28, -0.22], [-0.26, -0.17, -0.19], [-0.04, -0.39, -0.14], [0.17, 0.27, -0.29], [0.00, 0.70, 1.02], [-0.77, -0.34, -0.12], [0.55, 0.02, 0.84], [-0.10, 0.45, -1.89], [0.41, 0.97, -0.39], [-0.61, -0.57, -0.13], [-0.42, -1.30, 1.84], [-0.40, -0.35, 0.24], [0.00, -0.05, 0.04], [0.18, 0.03, 0.09], [-0.01, -0.12, 0.45], [0.44, 0.16, 0.11], [0.48, -0.01, 0.11], [-0.29, 0.32, -0.30], [-0.28, 0.34, -0.71], [-0.21, -0.43, -0.58], [0.57, 0.31, 0.39], [-0.21, -0.15, -0.31], [0.00, 0.38, 0.26], [0.12, 0.91, 0.84], [0.51, -1.02, 1.14], [-0.64, -0.17, 0.27], [0.16, 0.76, 0.17], [-0.29, -0.95, -0.13], [-0.74, 1.61, -0.27], [0.04, -0.07, -0.12], [-0.20, -0.11, 0.17], [0.23, 0.01, 0.15], [0.21, -0.20, -0.97], [0.17, 0.32, -0.41], [-0.25, -0.17, 0.30], [-0.64, -0.19, -0.14], [0.34, -0.32, 0.63], [0.27, 0.60, -0.09], [0.13, -0.24, 0.32], [0.52, -0.47, -1.36], [-0.24, -0.26, 1.16], [-0.06, -0.69, -2.28], [-0.29, -1.65, 2.51], [-1.17, 1.49, -0.93], [-0.11, 0.31, -0.98], [0.48, 2.13, 0.09], [-0.04, 0.39, 0.07], [0.03, -0.35, -0.03], [0.12, 0.23, 0.08], [-0.16, -0.53, 0.48], [0.04, 0.32, -0.96], [0.25, -0.75, 0.28], [-0.36, -0.25, 0.15], [0.50, -0.76, 0.53], [0.80, -0.05, 0.56], [0.91, 0.86, 0.09], [-0.50, -0.51, -0.87], [-1.39, 0.40, -0.72], [0.45, 0.68, 0.47], [0.04, 0.29, -0.54], [0.33, -2.08, -0.14], [-0.95, 0.57, -0.31], [0.28, 0.26, 0.75], [0.03, 0.06, 0.06], [0.11, -0.38, 0.02], [0.05, 0.35, 0.51], [-0.01, 0.27, -0.27], [0.28, 0.11, -0.02], [-0.32, 0.17, 0.30], [0.12, -0.08, 0.23], [0.40, -0.76, -0.07], [0.29, 0.43, -0.30], [0.07, -0.25, -0.15], [0.20, 0.00, -0.03]], "lumo_energy_ha": 0.0133, "homo_lumo_gap_ha": 0.3323, "energy_ha": -4623.4732, "homo_ev": -8.680, "e_above_lowest_kcal_mol": 132.9}